Version P
C7H10N2S | ωB97M-V/def2-TZVPD

Atoms and positions in Å:
C 0.147 4.435 0.370
C -1.014 3.968 0.955
C 1.010 2.661 1.177
C 0.542 -1.418 0.463
C -0.501 -3.617 0.055
C -0.124 -1.817 -1.769
C 0.374 -2.516 -0.543
N 1.192 3.681 0.524
N 0.644 -0.683 1.314
S -0.648 2.516 1.698
H 0.311 5.350 -0.190
H -1.856 4.632 0.840
H 1.763 1.883 1.411
H -1.564 -3.283 0.281
H -0.482 -4.507 -0.625
H -0.131 -3.876 1.112
H -0.234 -2.401 -2.602
H 0.362 -0.742 -2.056
H -1.149 -1.405 -1.551
H 1.356 -2.859 -0.864

* SMILES: CC(C)C#N.c1cscn1
* Kohn-Sham gap: 9.622 eV

Version Q
C7H10N2S | ωB97M-V/def2-TZVPD

Atoms and positions in Å:
C -0.696 0.553 -0.937
C -2.857 -0.045 -0.503
C -3.253 0.997 0.564
C -1.616 -0.825 1.172
C 2.752 -0.255 -0.462
C 1.327 -0.779 -0.311
C 0.322 0.329 -0.160
N -1.835 0.576 -1.371
N -2.247 -1.162 0.133
S -2.077 0.709 1.931
H -3.691 -0.336 -1.144
H -3.139 2.014 0.198
H -4.267 0.840 0.931
H -0.987 -1.502 1.717
H 3.025 0.355 0.396
H 3.450 -1.088 -0.525
H 2.849 0.350 -1.361
H 1.055 -1.413 -1.154
H 1.278 -1.387 0.595
H 0.611 1.120 0.526

* SMILES: CCC=C=N[C@@H]1CSC=N1
* Kohn-Sham gap: 9.299 eV

The structure with the greatest stability is version P.

Version P
C2H3Br2OP | ωB97M-V/def2-TZVPD

Atoms and positions in Å:
C 0.538 1.373 0.355
C -0.420 0.517 0.251
O -0.351 -2.186 1.243
P -0.188 -1.177 -0.115
Br -1.871 -1.691 -1.468
Br 1.554 -1.377 -1.363
H 0.614 2.479 0.578
H 1.592 1.182 0.292
H -1.468 0.879 0.227

* SMILES: C=CP(=O)(Br)Br
* Kohn-Sham gap: 9.739 eV

Version Q
C2H3Br2OP | ωB97M-V/def2-TZVPD

Atoms and positions in Å:
C -1.325 0.161 -0.779
C -0.620 -0.321 0.158
O 1.488 0.033 2.278
P 1.038 0.019 0.564
Br 2.189 -1.399 -0.625
Br 1.441 1.897 -0.408
H -2.208 -0.364 -0.798
H -1.135 1.093 -1.241
H -0.869 -1.119 0.852

* SMILES: C=CP(=O)(Br)Br
* Kohn-Sham gap: 9.680 eV

The structure with the greatest stability is version P.

Version P
C4H8FN | ωB97M-V/def2-TZVPD

Atoms and positions in Å:
C -0.307 -0.548 0.432
C -0.351 0.989 0.080
C 1.139 0.905 -0.147
C 0.921 -0.581 -0.356
H -1.763 -2.066 0.121
H -2.355 -0.381 -0.169
H -0.204 -0.544 1.503
H -0.910 1.315 -0.786
H -0.788 1.547 0.867
H 1.620 1.476 -0.839
H 1.816 1.253 0.733
H 0.749 -0.829 -1.289
N -1.447 -1.136 -0.273
F 1.879 -1.398 0.123

* SMILES: N[C@@H]1CC[C@H]1F
* Kohn-Sham gap: 10.788 eV

Version Q
C4H8FN | ωB97M-V/def2-TZVPD

Atoms and positions in Å:
C 2.022 0.875 -0.978
C 1.420 0.237 -0.076
C -0.392 -0.956 -1.200
C -0.643 -0.385 1.183
N 0.229 -0.378 -0.012
F 2.246 0.049 1.296
H 3.026 1.155 -0.841
H 1.574 1.201 -1.830
H -0.648 -2.086 -1.071
H -1.259 -0.443 -1.531
H 0.340 -0.899 -1.975
H -1.185 0.628 1.289
H -1.347 -1.191 0.918
H -0.081 -0.693 2.107

* SMILES: C=C(F)N(C)C
* Kohn-Sham gap: 9.516 eV

The structure with the greatest stability is version Q.

Version P
C3H5N3O2S | ωB97M-V/def2-TZVPD

Atoms and positions in Å:
C -0.187 1.390 -0.533
C -1.392 1.047 -0.041
C 1.473 -0.034 0.370
N 1.065 0.774 -0.555
N -2.463 1.318 0.465
N 2.595 -0.728 0.110
O -1.452 -2.077 -1.458
O -2.134 -1.766 0.864
S -1.238 -1.353 -0.197
H -0.318 2.326 -1.220
H 1.000 -0.268 1.311
H -3.287 0.752 0.588
H 3.204 -0.255 -0.606
H 3.133 -1.127 0.900

* Kohn-Sham gap (spin up / spin down): 6.766 / 6.765 eV

Version Q
C3H5N3O2S | ωB97M-V/def2-TZVPD

Atoms and positions in Å:
C 1.306 -0.782 -1.054
C -0.492 -1.003 0.674
C -1.065 0.031 -0.206
N -0.538 0.545 -1.281
N 0.653 0.101 -1.653
N -2.245 0.618 0.018
O 0.402 -0.037 2.986
O 1.563 0.770 0.884
S 0.854 -0.270 1.618
H 2.266 -1.030 -1.231
H 0.870 0.706 -2.447
H -2.757 0.522 0.888
H -2.713 1.136 -0.728
H 1.897 -1.305 1.533

* Kohn-Sham gap: 7.810 eV

The structure with the greatest stability is version P.

Version P
C5H6 | ωB97M-V/def2-TZVPD

Atoms and positions in Å:
C 2.269 -0.133 -0.401
C 0.991 0.168 -0.164
C 0.024 1.146 -0.019
C -0.377 -0.790 0.062
C -1.142 0.413 0.555
H 2.523 -1.074 -0.884
H -0.089 1.956 -0.733
H -0.733 -1.195 -0.889
H -0.115 -1.561 0.775
H -2.096 0.596 0.062
H -1.256 0.474 1.636

* Kohn-Sham gap (spin up / spin down): 7.068 / 7.580 eV

Version Q
C5H6 | ωB97M-V/def2-TZVPD

Atoms and positions in Å:
C 2.187 0.146 -1.615
C 1.277 -0.221 -0.908
C -1.663 0.500 1.027
C -0.358 0.288 0.888
C 0.085 -0.769 -0.178
H 2.939 0.738 -2.225
H -2.118 1.025 1.820
H -2.396 -0.022 0.329
H 0.385 0.987 1.238
H -0.742 -1.077 -0.745
H 0.404 -1.596 0.369

* SMILES: C#CCC=C
* Kohn-Sham gap: 10.937 eV

Version R
C5H6 | ωB97M-V/def2-TZVPD

Atoms and positions in Å:
C 2.681 -0.003 0.211
C 1.504 0.062 -0.063
C -1.102 0.825 0.079
C -1.101 -0.709 0.231
C 0.036 0.035 -0.489
H 3.744 -0.194 0.361
H -1.843 1.307 -0.569
H -0.983 1.332 0.932
H -1.138 -1.219 1.206
H -1.800 -1.200 -0.418
H 0.002 -0.236 -1.482

* SMILES: C#CC1CC1
* Kohn-Sham gap: 10.895 eV

Version S
C5H6 | ωB97M-V/def2-TZVPD

Atoms and positions in Å:
C -1.178 -0.169 -0.027
C -0.377 1.154 -0.095
C 0.958 0.856 -0.049
C 1.244 -0.602 -0.127
C -0.115 -1.119 -0.213
H -1.543 -0.314 0.935
H -2.137 -0.279 -0.658
H -0.853 1.977 -0.090
H 1.759 1.712 -0.097
H 2.233 -0.952 0.277
H 0.008 -2.264 0.144

* SMILES: C1=CCC=C1
* Kohn-Sham gap: 9.235 eV

The structure with the greatest stability is version S.

Version P
C5H6 | ωB97M-V/def2-TZVPD

Atoms and positions in Å:
C 1.017 0.299 -0.536
C -0.118 0.917 -1.136
C 0.715 -0.526 0.406
C 0.400 -1.037 1.547
C -1.259 0.389 -0.605
H 2.022 0.152 -1.106
H -0.333 1.489 -1.983
H 0.728 -0.440 2.393
H 0.406 -2.086 1.759
H -1.422 -0.118 0.300
H -2.156 0.961 -1.039

* SMILES: C=C=CC=C
* Kohn-Sham gap: 9.122 eV

Version Q
C5H6 | ωB97M-V/def2-TZVPD

Atoms and positions in Å:
C -2.396 -0.198 0.300
C -1.169 0.233 0.297
C 0.086 0.150 0.082
C 1.117 0.494 -0.881
C 1.444 -0.270 0.401
H -3.255 0.312 0.724
H -1.989 -1.229 0.293
H 1.115 -0.041 -1.823
H 1.363 1.550 -0.926
H 1.683 -1.330 0.288
H 1.948 0.233 1.214

* SMILES: C=C=C1CC1
* Kohn-Sham gap: 9.694 eV

The structure with the greatest stability is version Q.

Version P
C4H10NO | ωB97M-V/def2-TZVPD

Atoms and positions in Å:
C 1.269 0.481 -1.109
C 0.150 -0.434 -0.606
C 0.049 -0.390 0.893
C -0.768 0.910 1.438
O -1.437 1.511 0.427
N 0.356 -1.815 -1.074
H 1.056 0.986 -2.052
H 2.221 -0.061 -1.173
H 1.465 1.288 -0.410
H -0.781 0.001 -0.963
H 1.083 -0.486 1.279
H -0.405 -1.333 1.238
H 0.017 1.577 1.839
H -1.535 0.402 2.054
H 0.617 -2.460 -0.351
H 0.880 -1.840 -1.931

* net charge: -1
* SMILES: C[C@@H](N)CC[O-]
* Kohn-Sham gap: 6.447 eV

Version Q
C4H10NO | ωB97M-V/def2-TZVPD

Atoms and positions in Å:
C -1.570 1.178 -0.349
N -1.111 0.001 0.437
C 0.183 -0.998 -1.657
C 0.039 -0.661 -0.173
C 1.352 0.048 0.407
O 1.306 0.284 1.706
H -1.976 1.926 0.325
H -2.428 0.775 -0.895
H -0.813 1.545 -1.007
H -0.691 0.342 1.311
H 0.491 -2.025 -1.764
H -0.801 -0.931 -2.150
H 0.794 -0.265 -2.190
H 0.003 -1.667 0.269
H 2.161 -0.652 0.062
H 1.374 0.953 -0.279

* net charge: -1
* SMILES: CN[C@@H](C)C[O-]
* Kohn-Sham gap: 6.670 eV

The structure with the greatest stability is version Q.

Version P
C4H10NO | ωB97M-V/def2-TZVPD

Atoms and positions in Å:
C 0.693 -1.658 -1.089
N 0.330 -1.411 0.308
C -1.617 0.078 -0.027
C -0.268 -0.090 0.593
C 0.681 1.126 0.251
O 0.062 2.312 0.142
H 0.173 -0.954 -1.732
H 1.757 -1.502 -1.287
H 0.420 -2.674 -1.359
H 1.155 -1.501 0.887
H -1.892 1.122 0.078
H -2.390 -0.585 0.375
H -1.607 -0.125 -1.106
H -0.349 -0.052 1.680
H 1.265 0.857 -0.669
H 1.443 1.126 1.086

* net charge: -1
* SMILES: CN[C@H](C)C[O-]
* Kohn-Sham gap: 6.343 eV

Version Q
C4H10NO | ωB97M-V/def2-TZVPD

Atoms and positions in Å:
C 0.124 -1.950 -0.534
N -0.303 -0.628 -0.978
C 0.253 1.737 -0.664
C -0.373 0.504 0.011
C 0.187 0.317 1.460
O -0.601 0.878 2.391
H 1.201 -2.120 -0.591
H -0.198 -2.202 0.478
H -0.405 -2.699 -1.133
H -1.246 -0.757 -1.321
H -0.376 2.616 -0.467
H 0.411 1.636 -1.733
H 1.151 1.996 -0.103
H -1.423 0.732 0.147
H 1.248 0.701 1.451
H 0.352 -0.760 1.586

* net charge: -1
* SMILES: CN[C@H](C)C[O-]
* Kohn-Sham gap: 6.148 eV

The structure with the greatest stability is version P.

Version P
C7H8O | ωB97M-V/def2-TZVPD

Atoms and positions in Å:
C 2.519 -0.394 -0.019
C 1.071 0.007 -0.008
C 0.530 1.217 0.075
C -1.020 1.308 -0.032
C -1.344 -0.163 -0.065
C -2.527 -0.737 0.030
C -0.056 -1.039 -0.049
H 2.671 -1.265 -0.767
H 2.725 -0.740 1.042
H 3.176 0.471 -0.205
H 1.153 2.073 0.002
H -1.456 1.720 0.824
H -1.328 1.791 -0.957
H -2.727 -1.857 -0.018
H -3.450 -0.166 0.127
O 0.063 -2.227 0.020

* SMILES: C=C1CC=C(C)C1=O
* Kohn-Sham gap: 9.823 eV

Version Q
C7H8O | ωB97M-V/def2-TZVPD

Atoms and positions in Å:
C 1.051 -1.567 1.152
C 1.802 -2.427 1.795
C 0.706 -0.068 1.468
C -1.018 -1.075 0.004
C 0.438 -1.434 -0.233
C 0.112 0.005 0.081
C 0.077 1.196 -0.868
O 2.546 -3.076 2.403
H -0.027 -0.043 2.374
H 1.553 0.540 1.455
H -1.518 -1.009 -0.877
H -1.491 -1.305 0.839
H 1.025 -1.905 -1.030
H 0.153 0.890 -1.827
H 1.102 1.596 -0.769
H -0.703 1.893 -0.494

* SMILES: C[C@]12CC(=C=O)[C@H]1C2
* Kohn-Sham gap: 9.042 eV

Version R
C7H8O | ωB97M-V/def2-TZVPD

Atoms and positions in Å:
C -2.850 0.489 -1.172
C -1.811 -0.130 -0.705
C -0.509 -0.401 -0.074
C -0.596 -0.936 1.336
C 0.270 0.354 1.016
C 1.728 0.240 0.365
C 1.318 0.123 -1.090
H -3.684 0.713 -1.685
H -1.540 -0.745 2.050
H -0.056 -1.888 2.082
H 0.263 1.458 1.339
H 2.077 1.291 0.275
H 2.234 -0.538 0.826
H 2.171 -0.219 -1.980
H 0.615 1.056 -1.444
O 0.371 -0.867 -1.139

* SMILES: C#C[C@]12C[C@H]1CCO2
* Kohn-Sham gap: 10.296 eV

The structure with the greatest stability is version P.

Version P
C43H43CsN12O2 | ωB97M-V/def2-TZVPD

Atoms and positions in Å:
Cs 0.260 -0.088 0.848
O 1.257 -1.394 5.507
C 0.702 -1.424 4.385
N 1.181 -1.726 3.192
C 2.442 -2.323 3.095
C 2.914 -3.251 4.037
C 4.065 -3.997 3.839
C 4.793 -3.848 2.668
C 4.351 -2.938 1.722
C 3.214 -2.149 1.913
N 2.780 -1.334 0.858
C 3.110 -0.073 0.747
O 2.655 0.685 -0.143
C 3.954 0.596 1.819
C 5.271 0.212 2.078
C 5.979 0.863 3.070
C 5.348 1.867 3.791
C 4.036 2.171 3.469
N 3.350 1.567 2.505
C -0.801 -1.098 4.411
C -1.425 -1.033 5.659
C -2.786 -0.800 5.727
C -3.499 -0.618 4.550
C -2.798 -0.680 3.356
N -1.493 -0.923 3.285
H 2.346 -3.372 4.948
H 4.382 -4.705 4.598
H 5.685 -4.439 2.486
H 4.880 -2.821 0.781
H 5.711 -0.592 1.507
H 7.002 0.581 3.290
H 5.850 2.397 4.591
H 3.503 2.940 4.021
H -0.809 -1.169 6.535
H -3.287 -0.760 6.688
H -4.565 -0.430 4.548
H -3.303 -0.527 2.406
C -6.407 -3.996 0.614
C -5.579 -3.207 -0.364
C -5.155 -3.741 -1.579
C -4.355 -3.041 -2.458
C -3.894 -1.716 -2.196
N -3.068 -1.011 -2.965
C -2.840 -1.389 -4.266
C -3.858 -1.480 -5.229
C -3.595 -1.693 -6.570
C -2.292 -1.836 -7.037
C -1.994 -2.050 -8.498
C -1.266 -1.782 -6.101
C -1.526 -1.577 -4.753
N -0.424 -1.549 -3.860
C -0.347 -2.108 -2.628
C 0.938 -1.924 -2.173
C 1.568 -1.216 -3.216
N 0.750 -1.001 -4.235
C -4.359 -1.187 -0.953
C -5.153 -1.913 -0.083
N -4.087 0.169 -0.589
C -5.033 1.103 -0.346
C -4.383 2.253 0.040
C -3.022 1.907 -0.005
N -2.853 0.649 -0.388
H -6.841 -4.874 0.130
H -7.232 -3.405 1.022
H -5.816 -4.353 1.464
H -5.454 -4.752 -1.844
H -4.055 -3.514 -3.385
H -4.880 -1.341 -4.894
H -4.422 -1.734 -7.274
H -2.916 -2.089 -9.081
H -1.455 -2.985 -8.667
H -1.378 -1.244 -8.905
H -0.232 -1.897 -6.403
H -1.215 -2.564 -2.183
H 1.367 -2.205 -1.223
H 2.575 -0.832 -3.241
H -5.440 -1.436 0.850
H -6.073 0.862 -0.483
H -4.823 3.201 0.299
H -2.160 2.525 0.194
C 1.209 5.136 -1.689
N 0.562 4.559 -2.849
C -0.068 5.541 -3.704
C -0.118 3.358 -2.622
N -0.232 2.916 -1.431
N -0.643 2.774 -3.771
C -1.568 1.674 -3.549
C 0.267 2.541 -4.887
H 1.914 5.900 -2.023
H 1.735 4.356 -1.144
H 0.486 5.596 -1.000
H -0.853 6.103 -3.173
H -0.520 5.062 -4.568
H 0.684 6.256 -4.047
H -0.567 1.957 -1.453
H -1.097 0.779 -3.132
H -2.014 1.394 -4.504
H -2.356 1.974 -2.860
H 1.042 3.305 -4.903
H -0.288 2.576 -5.829
H 0.737 1.554 -4.806

* net charge: -2
* Kohn-Sham gap: 5.711 eV

Version Q
C43H43CsN12O2 | ωB97M-V/def2-TZVPD

Atoms and positions in Å:
Cs 0.900 0.506 0.817
O 0.746 5.226 1.733
C 0.645 3.987 1.534
N 1.529 3.016 1.646
C 2.889 3.235 1.948
C 3.446 4.507 2.157
C 4.793 4.698 2.431
C 5.641 3.611 2.512
C 5.130 2.336 2.314
C 3.780 2.104 2.034
N 3.309 0.771 1.991
C 4.045 -0.179 1.440
O 5.117 -0.119 0.798
C 3.528 -1.631 1.638
C 4.489 -2.634 1.786
C 4.075 -3.937 1.986
C 2.716 -4.225 1.994
C 1.829 -3.181 1.790
N 2.228 -1.922 1.636
C -0.810 3.589 1.143
C -1.841 4.338 1.720
C -3.147 4.083 1.354
C -3.408 3.099 0.410
C -2.335 2.395 -0.108
N -1.076 2.635 0.249
H 2.776 5.351 2.112
H 5.168 5.705 2.588
H 6.697 3.742 2.729
H 5.780 1.475 2.352
H 5.531 -2.352 1.732
H 4.804 -4.727 2.129
H 2.343 -5.231 2.141
H 0.758 -3.357 1.755
H -1.573 5.113 2.424
H -3.960 4.648 1.797
H -4.416 2.868 0.088
H -2.478 1.604 -0.838
C -1.748 -6.710 4.185
C -1.823 -5.756 3.024
C -1.772 -6.192 1.707
C -1.820 -5.303 0.650
C -1.914 -3.902 0.826
N -1.853 -3.006 -0.181
C -2.271 -3.321 -1.434
C -3.427 -4.072 -1.743
C -3.898 -4.203 -3.037
C -3.255 -3.612 -4.122
C -3.798 -3.724 -5.520
C -2.088 -2.905 -3.852
C -1.605 -2.777 -2.562
N -0.381 -2.082 -2.367
C 0.682 -2.532 -1.668
C 1.682 -1.598 -1.804
C 1.111 -0.592 -2.605
N -0.135 -0.895 -2.950
C -1.964 -3.477 2.190
C -1.924 -4.383 3.236
N -2.053 -2.091 2.530
C -2.435 -1.036 1.765
C -2.474 0.069 2.582
C -2.084 -0.418 3.841
N -1.837 -1.715 3.809
H -1.845 -7.744 3.850
H -2.543 -6.526 4.914
H -0.799 -6.629 4.724
H -1.679 -7.254 1.496
H -1.755 -5.684 -0.362
H -3.979 -4.527 -0.929
H -4.807 -4.774 -3.205
H -4.572 -4.492 -5.575
H -3.020 -3.991 -6.239
H -4.244 -2.786 -5.865
H -1.515 -2.434 -4.643
H 0.623 -3.454 -1.117
H 2.658 -1.616 -1.348
H 1.526 0.365 -2.884
H -1.966 -3.990 4.242
H -2.583 -1.184 0.710
H -2.700 1.082 2.294
H -1.952 0.124 4.764
C -0.669 2.171 -3.289
N -0.363 3.546 -2.965
C -0.682 4.456 -4.045
C 0.818 3.755 -2.257
N 1.636 2.781 -2.087
N 1.010 5.066 -1.859
C 2.317 5.449 -1.373
C -0.090 5.882 -1.366
H -1.718 2.099 -3.588
H -0.503 1.538 -2.425
H -0.049 1.781 -4.107
H -0.085 4.239 -4.945
H -0.511 5.491 -3.763
H -1.735 4.338 -4.308
H 2.353 3.040 -1.412
H 2.488 5.172 -0.328
H 2.411 6.535 -1.446
H 3.085 4.995 -2.000
H -1.032 5.367 -1.543
H -0.108 6.847 -1.888
H 0.015 6.046 -0.291

* net charge: -2
* Kohn-Sham gap: 5.552 eV

The structure with the greatest stability is version Q.